Entry 1:
14 unconnected molecules or ions with the total composition C5H33O15, computed with ωB97M-V/def2-TZVPD.

Calculated values
F_max ... 0.0920 Eh/bohr
Total charge ... -1
Energy above the lowest of the compared OMol25 structures with the same formula, charge and spin ... 68.9 kcal/mol
Orbital gap ... 8.94 eV
Lowest unoccupied orbital energy ... 2.7 eV
Calculated total energy ... -36434.682 eV

Each line ends with the Mulliken charge.
CARTESIAN COORDINATES (ANGSTROEM)
O1 -1.62 2.25 0.93  -0.95
C1 -1.69 0.94 0.84  0.09
O2 -2.73 0.39 0.47  -0.75
C2 -0.47 0.10 1.14  0.78
C3 0.23 -0.53 -0.03  1.25
C4 -0.41 -1.82 -0.18  0.32
C5 -0.70 -2.44 -1.35  -1.23
H1 -0.87 -0.59 2.01  -0.17
H2 0.33 0.80 1.63  -0.13
H3 1.25 -0.55 -0.15  -0.16
H4 0.05 0.05 -1.04  -0.28
H5 -0.66 -2.54 0.64  -0.13
H6 -0.50 -2.04 -2.33  0.60
H7 -1.25 -3.34 -1.30  0.20
H8 2.31 -0.11 3.09  0.39
H9 1.56 -1.06 3.97  0.29
O3 1.85 -0.17 3.87  -0.62
H10 0.69 3.55 1.05  0.48
H11 -0.14 2.71 0.46  0.29
O4 0.74 3.05 0.17  -0.85
H12 -3.50 -2.73 1.79  0.30
H13 -3.29 -3.38 0.38  0.31
O5 -3.02 -3.37 1.34  -0.61
H14 -0.22 3.88 -1.18  0.35
H15 0.39 3.82 -2.60  0.28
O6 -0.45 3.77 -2.14  -0.66
H16 -2.67 -1.24 -1.89  0.37
H17 -3.26 -1.24 -0.48  0.49
O7 -3.25 -1.81 -1.25  -0.73
H18 2.76 1.29 -1.10  0.28
H19 1.98 2.13 -0.04  0.46
O8 2.84 1.55 -0.18  -0.84
H20 1.43 0.15 -3.19  0.39
H21 2.78 -0.56 -3.24  0.30
O9 2.40 0.29 -2.95  -0.67
H22 3.87 -1.97 -0.80  0.33
H23 2.43 -1.52 -1.40  0.28
O10 3.15 -2.15 -1.48  -0.68
H24 4.36 -0.19 1.85  0.28
H25 3.27 0.31 0.93  0.38
O11 3.41 -0.23 1.65  -0.67
H26 -2.45 1.86 -2.25  0.26
H27 -2.43 0.73 -1.21  0.17
O12 -2.41 0.91 -2.15  -0.69
H28 -0.72 3.10 2.37  0.48
H29 0.30 2.46 3.33  0.34
O13 -0.08 3.32 3.00  -0.74
H30 -0.47 -3.22 2.94  0.35
H31 -1.70 -2.28 2.74  0.16
O14 -1.17 -2.72 3.40  -0.59
H32 -1.05 0.36 -4.06  0.28
H33 -0.87 -0.04 -2.60  0.32
O15 -0.28 0.06 -3.43  -0.73

***

Entry 2:
12 unconnected molecules or ions with the total composition C5H34N2O12, computed with ωB97M-V/def2-TZVPD.

Calculated values
F_max ... 0.0405 Eh/bohr
Total charge ... +2
Energy above the lowest of the compared OMol25 structures with the same formula, charge and spin ... 0.0 kcal/mol
Orbital gap ... 10.38 eV
Lowest unoccupied orbital energy ... -5.3 eV
Calculated total energy ... -33271.968 eV

Each line ends with the Mulliken charge.
CARTESIAN COORDINATES (ANGSTROEM)
O1 0.66 0.54 3.77  -0.44
C1 0.13 1.18 2.91  -0.20
C2 -0.25 0.42 1.63  0.33
C3 0.17 1.12 0.34  -0.13
C4 -0.74 0.95 -0.81  -0.66
C5 -1.53 -0.06 -1.08  -0.34
N1 -2.45 0.26 -2.23  -0.06
N2 0.32 -0.97 1.64  0.36
H1 -0.28 2.19 2.99  0.34
H2 -1.34 0.25 1.62  0.13
H3 1.12 0.78 -0.10  -0.54
H4 0.50 2.16 0.58  0.70
H5 -0.82 1.86 -1.40  0.64
H6 -1.87 -1.01 -0.68  0.41
H7 -1.84 0.60 -3.00  0.35
H8 -3.19 0.92 -1.96  0.32
H9 -3.03 -0.57 -2.38  0.38
H10 0.33 -1.37 2.58  0.45
H11 -0.34 -1.57 1.13  -0.14
H12 1.27 -1.04 1.28  0.31
H13 2.19 3.80 0.44  0.24
H14 2.84 3.22 -0.76  0.26
O2 2.14 3.02 -0.13  -0.52
H15 1.33 -4.05 -0.20  0.30
H16 2.26 -3.65 0.86  0.26
O3 1.43 -3.36 0.45  -0.51
H17 -1.94 3.90 2.03  0.30
H18 -1.75 3.71 0.49  0.26
O4 -1.37 3.53 1.35  -0.55
H19 3.07 0.49 -3.48  0.34
H20 2.09 0.13 -2.31  0.16
O5 2.78 0.78 -2.61  -0.65
H21 -4.58 1.39 0.42  0.33
H22 -4.06 -0.05 0.19  0.32
O6 -4.37 0.75 -0.27  -0.63
H23 2.60 -1.79 3.63  0.28
H24 3.28 -1.01 2.49  0.26
O7 2.51 -1.54 2.70  -0.56
H25 4.10 0.57 0.27  0.34
H26 2.96 0.16 -0.63  0.06
O8 3.48 -0.14 0.12  -0.54
H27 0.18 2.20 -3.83  0.29
H28 1.07 1.12 -3.07  0.48
O9 0.17 1.33 -3.42  -0.61
H29 -3.72 -1.36 2.27  0.30
H30 -3.31 -2.49 1.35  0.26
O10 -3.26 -1.53 1.44  -0.57
H31 1.77 -1.55 -3.25  0.32
H32 1.50 -2.19 -1.90  0.20
O11 1.39 -1.36 -2.38  -0.53
H33 -1.54 -3.67 -0.36  0.26
H34 -0.76 -3.84 0.86  0.23
O12 -1.27 -3.15 0.41  -0.61

***

Entry 3:
13 unconnected molecules or ions with the total composition C5H34NO14, computed with ωB97M-V/def2-TZVPD.

Calculated values
F_max ... 0.0973 Eh/bohr
Total charge ... -1
Energy above the lowest of the compared OMol25 structures with the same formula, charge and spin ... 100.3 kcal/mol
Orbital gap ... 9.36 eV
Lowest unoccupied orbital energy ... 2.6 eV
Calculated total energy ... -35893.000 eV

Each line ends with the Mulliken charge.
CARTESIAN COORDINATES (ANGSTROEM)
C1 -1.94 1.65 3.48  -1.19
C2 -2.24 0.94 2.05  -0.45
N1 -0.80 0.52 1.37  0.33
C3 -0.07 1.72 1.13  -0.35
C4 -1.09 -0.16 0.07  0.22
C5 -0.23 -1.38 -0.36  0.73
O1 -0.29 -2.51 0.26  -0.96
O2 0.41 -1.17 -1.47  -0.82
H1 -2.86 1.72 4.08  0.36
H2 -1.23 1.03 4.10  0.28
H3 -1.29 2.55 3.49  0.29
H4 -2.99 1.47 1.43  0.39
H5 -2.70 0.13 2.48  0.43
H6 -0.50 2.61 0.63  0.37
H7 0.44 2.01 2.15  0.52
H8 0.86 1.30 0.61  -0.73
H9 -2.17 -0.45 0.08  0.52
H10 -1.17 0.63 -0.86  -0.64
H11 0.01 -1.09 2.63  0.33
H12 0.46 -2.43 2.11  0.42
O3 0.66 -1.76 2.81  -0.83
H13 1.99 -0.53 2.02  0.35
H14 3.30 0.09 1.61  0.28
O4 2.43 0.30 1.74  -0.52
H15 2.94 3.41 -0.29  0.34
H16 2.36 2.42 0.87  0.33
O5 2.80 3.26 0.69  -0.86
H17 2.09 0.39 -1.70  0.27
H18 3.43 -0.27 -2.02  0.27
O6 2.71 0.22 -2.39  -0.71
H19 1.63 4.22 0.17  0.44
H20 1.12 4.35 -1.20  0.28
O7 1.24 4.81 -0.44  -0.69
H21 -2.64 1.85 -1.98  0.31
H22 -4.06 2.21 -2.62  0.26
O8 -3.53 2.02 -1.87  -0.63
H23 -1.75 -3.39 0.26  0.45
H24 -2.88 -3.31 1.30  0.30
O9 -2.69 -3.67 0.44  -0.74
H25 1.81 -3.58 -0.31  0.33
H26 1.66 -4.80 0.31  0.35
O10 2.38 -4.32 -0.08  -0.74
H27 3.35 -2.78 0.75  0.37
H28 2.60 -1.31 0.31  0.30
O11 3.46 -1.83 0.47  -0.71
H29 -3.80 -1.40 -1.48  0.31
H30 -3.76 -2.72 -0.69  0.42
O12 -4.36 -2.09 -1.11  -0.68
H31 0.13 2.45 -3.12  0.33
H32 1.44 1.62 -3.14  0.32
O13 1.13 2.44 -2.84  -0.62
H33 -1.14 0.24 -3.74  0.20
H34 -0.38 -0.01 -2.39  0.41
O14 -0.99 0.68 -2.92  -0.57

***

What did the second record say?
12 unconnected molecules or ions with the total composition C5H34N2O12, computed with ωB97M-V/def2-TZVPD.

Calculated values
F_max ... 0.0405 Eh/bohr
Total charge ... +2
Energy above the lowest of the compared OMol25 structures with the same formula, charge and spin ... 0.0 kcal/mol
Orbital gap ... 10.38 eV
Lowest unoccupied orbital energy ... -5.3 eV
Calculated total energy ... -33271.968 eV

Each line ends with the Mulliken charge.
CARTESIAN COORDINATES (ANGSTROEM)
O1 0.66 0.54 3.77  -0.44
C1 0.13 1.18 2.91  -0.20
C2 -0.25 0.42 1.63  0.33
C3 0.17 1.12 0.34  -0.13
C4 -0.74 0.95 -0.81  -0.66
C5 -1.53 -0.06 -1.08  -0.34
N1 -2.45 0.26 -2.23  -0.06
N2 0.32 -0.97 1.64  0.36
H1 -0.28 2.19 2.99  0.34
H2 -1.34 0.25 1.62  0.13
H3 1.12 0.78 -0.10  -0.54
H4 0.50 2.16 0.58  0.70
H5 -0.82 1.86 -1.40  0.64
H6 -1.87 -1.01 -0.68  0.41
H7 -1.84 0.60 -3.00  0.35
H8 -3.19 0.92 -1.96  0.32
H9 -3.03 -0.57 -2.38  0.38
H10 0.33 -1.37 2.58  0.45
H11 -0.34 -1.57 1.13  -0.14
H12 1.27 -1.04 1.28  0.31
H13 2.19 3.80 0.44  0.24
H14 2.84 3.22 -0.76  0.26
O2 2.14 3.02 -0.13  -0.52
H15 1.33 -4.05 -0.20  0.30
H16 2.26 -3.65 0.86  0.26
O3 1.43 -3.36 0.45  -0.51
H17 -1.94 3.90 2.03  0.30
H18 -1.75 3.71 0.49  0.26
O4 -1.37 3.53 1.35  -0.55
H19 3.07 0.49 -3.48  0.34
H20 2.09 0.13 -2.31  0.16
O5 2.78 0.78 -2.61  -0.65
H21 -4.58 1.39 0.42  0.33
H22 -4.06 -0.05 0.19  0.32
O6 -4.37 0.75 -0.27  -0.63
H23 2.60 -1.79 3.63  0.28
H24 3.28 -1.01 2.49  0.26
O7 2.51 -1.54 2.70  -0.56
H25 4.10 0.57 0.27  0.34
H26 2.96 0.16 -0.63  0.06
O8 3.48 -0.14 0.12  -0.54
H27 0.18 2.20 -3.83  0.29
H28 1.07 1.12 -3.07  0.48
O9 0.17 1.33 -3.42  -0.61
H29 -3.72 -1.36 2.27  0.30
H30 -3.31 -2.49 1.35  0.26
O10 -3.26 -1.53 1.44  -0.57
H31 1.77 -1.55 -3.25  0.32
H32 1.50 -2.19 -1.90  0.20
O11 1.39 -1.36 -2.38  -0.53
H33 -1.54 -3.67 -0.36  0.26
H34 -0.76 -3.84 0.86  0.23
O12 -1.27 -3.15 0.41  -0.61

***

> Look up the orbital gap of the second one.

10.38 eV

***

> Among the records above, which one has the highest energy above the lowest of the compared OMol25 structures with the same formula, charge and spin?

C5H34NO14

***

> Which formula does entry 3 have?

C5H34NO14